ORCA calculation (ωB97M-V/def2-TZVPD) on C34H39ClN4O2P2Ti as an isolated structure in a non-equilibrium geometry.

Calculated values
Calculated total energy: -3680.64992 hartree
E_LUMO (spin up / spin down): -0.202 / -1.688 eV
Kohn-Sham gap (spin up / spin down): 0.280 / 0.226 Eh
Molar mass: 681.0 g mol⁻¹
HOMO level (spin up / spin down): -0.2875 / -0.2878 Eh
Multiplicity: 3
Total charge: 0

CARTESIAN COORDINATES (ANGSTROEM)
Ti (0.2748, 2.7005, -1.1948)
C (-1.2049, 2.0475, -2.6005)
C (-0.1413, 1.1233, -2.3843)
C (0.9390, 0.9125, -3.4406)
C (1.7391, 2.1986, -3.7913)
C (1.6797, 3.2089, -2.6592)
C (0.6780, 4.2235, -2.5349)
C (-0.5643, 4.3581, -3.4094)
C (-1.2302, 3.0205, -3.7629)
C (1.9009, 3.0159, 0.2071)
H (-2.1949, 1.7971, -2.1884)
H (-0.3654, 0.2506, -1.7636)
H (0.5125, 0.4967, -4.3733)
H (1.6278, 0.1259, -3.0974)
H (2.7903, 1.9070, -3.9862)
H (1.3724, 2.6286, -4.7478)
H (2.6414, 3.4791, -2.1868)
H (1.0805, 5.1811, -2.1622)
H (-0.3158, 4.8711, -4.3540)
H (-1.3268, 4.9983, -2.9257)
H (-2.2944, 3.2079, -3.9848)
H (-0.8444, 2.6006, -4.7129)
H (1.3520, 3.4380, 1.0752)
H (2.7256, 3.7116, 0.0016)
H (2.3200, 2.0769, 0.5824)
P (1.6924, -1.4415, 0.0278)
P (-1.4764, -1.5362, 0.8179)
N (2.9573, -1.0457, -1.1178)
N (2.7073, -2.2841, 1.1321)
N (-2.8057, -0.2367, 0.0840)
N (-2.7179, -2.6421, 1.2816)
C (0.6786, -2.6286, -0.9168)
C (-0.8552, -2.5989, -0.5587)
C (3.7110, 0.1325, -0.8880)
C (5.0206, -0.0710, -1.2674)
C (5.0904, -1.3763, -1.8731)
C (3.8321, -1.9458, -1.7616)
C (3.1692, -1.6456, 2.2947)
C (4.0150, -2.5066, 2.9544)
C (4.1289, -3.6937, 2.1647)
C (3.3365, -3.5227, 1.0396)
C (-3.0328, 1.1339, 0.2296)
C (-4.1045, 1.5439, -0.5604)
C (-4.5447, 0.3924, -1.2697)
C (-3.6868, -0.6522, -0.9025)
C (-3.4649, -3.4428, 0.3944)
C (-4.6512, -3.8260, 0.9897)
C (-4.6523, -3.2725, 2.3134)
C (-3.4808, -2.5454, 2.4623)
H (1.1159, -3.6282, -0.7342)
H (0.7989, -2.4255, -1.9992)
H (-1.4210, -2.2465, -1.4356)
H (-1.1390, -3.6510, -0.3836)
H (3.2513, 1.0244, -0.5002)
H (5.8469, 0.6201, -1.1065)
H (5.9860, -1.8124, -2.3206)
H (3.4626, -2.8973, -2.1097)
H (2.8488, -0.6440, 2.5030)
H (4.5064, -2.2935, 3.8827)
H (4.7389, -4.5486, 2.3831)
H (3.1769, -4.1524, 0.1821)
H (-2.4331, 1.7933, 0.8356)
H (-4.4362, 2.5788, -0.6401)
H (-5.3507, 0.3285, -1.9934)
H (-3.6621, -1.6477, -1.3230)
H (-3.0708, -3.7164, -0.5737)
H (-5.4159, -4.4200, 0.4951)
H (-5.4315, -3.4089, 3.0552)
H (-3.0982, -2.0009, 3.3109)
Cl (-1.7519, -0.9539, 7.1439)
C (-1.3936, -0.2019, 5.6482)
C (-0.5917, -0.8585, 4.7012)
C (-0.3133, -0.2414, 3.4625)
C (-0.8165, 1.0341, 3.1627)
C (-1.6360, 1.6559, 4.1166)
C (-1.9292, 1.0587, 5.3483)
C (-0.4996, 1.8460, 1.8771)
O (-0.1654, 1.2909, 0.7288)
O (-0.6379, 3.0806, 1.9963)
H (-0.2073, -1.8521, 4.9381)
H (0.2732, -0.7741, 2.7067)
H (-2.0557, 2.6364, 3.8955)
H (-2.5667, 1.5594, 6.0709)

Forces on atoms 1 to 2 (eV/Å):
Ti 0.2360 -0.5332 7.6827
C -0.7734 -1.9361 -1.4391

---

ORCA calculation (ωB97M-V/def2-TZVPD) on a 6-piece molecular cluster, C26H48FN2O9S overall.

Calculated values
Calculated total energy: -2303.74987 hartree
E_LUMO: -4.761 eV
Kohn-Sham gap: 0.238 Eh
Molar mass: 583.7 g mol⁻¹
HOMO level: -0.4133 Eh
Total charge: +1

CARTESIAN COORDINATES (ANGSTROEM)
N (-0.8070, 1.4232, 4.3483)
N (-1.0019, 1.6753, 2.9878)
C (-0.7382, 2.9030, 2.5185)
C (-0.9439, 3.2155, 1.1985)
C (-1.4390, 2.2232, 0.3651)
S (-1.6439, 2.5995, -1.3587)
O (-1.1298, 1.5178, -2.1150)
O (-1.2593, 3.9467, -1.5617)
F (-3.1966, 2.5288, -1.4299)
C (-1.7243, 0.9608, 0.8664)
C (-1.4981, 0.6911, 2.1965)
C (-1.8373, -0.6549, 2.7819)
O (-2.9415, -0.4397, 3.6501)
O (-3.9620, -1.3998, 3.4004)
H (-0.2364, 2.1684, 4.7345)
H (-0.3177, 0.5410, 4.4575)
H (-0.3503, 3.6307, 3.2186)
H (-0.7025, 4.1980, 0.8148)
H (-2.1100, 0.1516, 0.2513)
H (-2.0834, -1.3460, 1.9734)
H (-0.9987, -1.0876, 3.3422)
H (-3.6440, -2.2171, 3.8196)
C (3.8668, 3.8689, 1.4541)
C (4.4877, 2.5062, 1.7682)
C (4.1857, 2.3590, 3.2535)
O (2.9419, 3.0487, 3.4778)
C (2.6274, 3.8348, 2.3323)
H (3.6350, 4.0102, 0.3996)
H (4.5282, 4.6780, 1.7686)
H (3.9897, 1.7226, 1.1998)
H (5.5514, 2.4496, 1.5502)
H (4.9571, 2.8248, 3.8725)
H (4.0744, 1.3205, 3.5647)
H (1.7954, 3.3457, 1.8053)
H (2.3060, 4.8274, 2.6565)
C (-1.8522, -3.0394, -2.8839)
C (-0.4118, -2.7343, -2.4752)
C (-0.6342, -1.8969, -1.2285)
O (-1.8498, -2.3453, -0.6165)
C (-2.5409, -3.2131, -1.5360)
H (-1.9389, -3.9151, -3.5211)
H (-2.2792, -2.1841, -3.4138)
H (0.1116, -3.6595, -2.2281)
H (0.1607, -2.2160, -3.2413)
H (-0.7501, -0.8401, -1.4876)
H (0.1797, -1.9916, -0.5044)
H (-2.4533, -4.2415, -1.1744)
H (-3.5960, -2.9410, -1.5526)
C (5.3177, -0.4479, -2.4089)
C (6.7473, -0.2061, -1.9285)
C (6.5119, 0.5789, -0.6458)
O (5.2667, 0.1137, -0.1126)
C (4.5890, -0.6780, -1.0919)
H (5.2213, -1.2882, -3.0941)
H (4.9317, 0.4443, -2.9065)
H (7.2354, -1.1568, -1.7064)
H (7.3647, 0.3345, -2.6433)
H (6.4299, 1.6528, -0.8488)
H (7.2935, 0.4264, 0.0988)
H (4.6372, -1.7298, -0.7911)
H (3.5398, -0.3761, -1.1263)
C (-7.1563, 1.8563, 4.3694)
C (-5.8295, 1.1608, 4.0694)
C (-4.8351, 2.2869, 4.3235)
O (-5.4001, 3.1103, 5.3356)
C (-6.7737, 2.7571, 5.5375)
H (-7.9650, 1.1704, 4.6142)
H (-7.4678, 2.4590, 3.5137)
H (-5.6613, 0.3447, 4.7734)
H (-5.7568, 0.7575, 3.0607)
H (-4.6892, 2.8922, 3.4167)
H (-3.8616, 1.9244, 4.6620)
H (-6.8641, 2.2294, 6.4920)
H (-7.3678, 3.6689, 5.5896)
C (0.6806, -3.6978, -7.2956)
C (1.3312, -5.0366, -6.9530)
C (1.0819, -5.1241, -5.4537)
O (-0.1510, -4.4398, -5.2110)
C (-0.5335, -3.7034, -6.3769)
H (0.4112, -3.5958, -8.3451)
H (1.3511, -2.8762, -7.0340)
H (0.8163, -5.8483, -7.4705)
H (2.3885, -5.0886, -7.2064)
H (1.8787, -4.6263, -4.8892)
H (0.9929, -6.1493, -5.0938)
H (-1.3849, -4.2053, -6.8476)
H (-0.8470, -2.7021, -6.0757)

Forces on atoms 1 to 2 (eV/Å):
N 0.0074 0.0835 -0.1082
N 0.1579 -0.1536 0.0331

---

ORCA calculation (ωB97M-V/def2-TZVPD) on a 2-piece molecular cluster, C6H10N2O overall in a non-equilibrium geometry.

Calculated values
Calculated total energy: -419.06391 hartree
E_LUMO (spin up / spin down): 0.198 / -1.479 eV
Kohn-Sham gap (spin up / spin down): 0.259 / 0.253 Eh
Molar mass: 126.2 g mol⁻¹
HOMO level (spin up / spin down): -0.2518 / -0.3070 Eh
Multiplicity: 3
Total charge: 0

CARTESIAN COORDINATES (ANGSTROEM)
C (0.8489, 1.6084, -0.4821)
C (0.9714, 0.5507, -1.3104)
C (1.7608, 1.7906, 0.6062)
C (1.6493, -0.7220, -1.0491)
C (2.4124, 0.8328, 1.1987)
C (-3.0811, -0.7056, -0.1326)
N (2.2893, -1.0272, 0.0364)
N (-2.1901, -1.0791, 1.0266)
O (2.9127, -2.0168, 0.4793)
H (0.2171, 2.3479, -0.8252)
H (0.3845, 0.3978, -2.2939)
H (1.9360, 2.7616, 1.0382)
H (1.4225, -1.2861, -1.9227)
H (3.0762, 0.6144, 1.9411)
H (-3.1602, 0.2925, -0.4518)
H (-2.7324, -1.2929, -0.9330)
H (-4.0400, -1.1050, -0.0972)
H (-2.6923, -1.7154, 1.6215)
H (-1.9849, -0.2468, 1.5498)

Forces on atoms 1 to 2 (eV/Å):
C 1.3103 -1.5147 -1.1538
C -1.2369 -1.3974 -0.3864

---

ORCA calculation (ωB97M-V/def2-TZVPD) on C30H26AuN6S as an isolated structure in a non-equilibrium geometry.

Calculated values
Calculated total energy: -2020.98402 hartree
E_LUMO: -4.670 eV
Kohn-Sham gap: 0.189 Eh
Molar mass: 699.6 g mol⁻¹
HOMO level: -0.3610 Eh
Total charge: +1

CARTESIAN COORDINATES (ANGSTROEM)
Au (-0.1262, 0.0212, 0.0671)
C (-4.8249, 0.6104, 4.9818)
C (-3.5443, 0.1966, 4.3369)
C (-2.3024, 0.4839, 4.8999)
C (-1.1476, 0.2407, 4.2030)
C (-1.1318, -0.3558, 2.9185)
N (0.0289, -0.3984, 2.2106)
C (1.2299, -0.4536, 2.8553)
C (1.3491, -1.2236, 4.0356)
C (2.5012, -1.2785, 4.7807)
C (3.6417, -0.5918, 4.3641)
C (4.9176, -0.5938, 5.1373)
C (3.5713, 0.0938, 3.1619)
C (2.4054, 0.2031, 2.4120)
N (2.4918, 1.0238, 1.2711)
C (3.3644, 2.0444, 1.1069)
C (3.2867, 2.4596, -0.2026)
C (2.3213, 1.6390, -0.7808)
N (1.8575, 0.7834, 0.1192)
C (-2.3937, -0.7424, 2.3974)
C (-3.5526, -0.4307, 3.0994)
N (-2.5734, -1.4421, 1.1917)
C (-3.5912, -2.2904, 0.9266)
C (-3.4731, -2.6959, -0.3828)
C (-2.3363, -2.0422, -0.8589)
N (-1.8143, -1.2968, 0.1040)
H (-4.6545, 0.9887, 5.9856)
H (-5.5356, -0.2134, 5.0262)
H (-5.2814, 1.4057, 4.3908)
H (-2.2403, 0.9384, 5.8751)
H (-0.2085, 0.5782, 4.6162)
H (0.4856, -1.7884, 4.3545)
H (2.5242, -1.8670, 5.6844)
H (4.7449, -0.7994, 6.1899)
H (5.4177, 0.3683, 5.0407)
H (5.5947, -1.3555, 4.7489)
H (4.4710, 0.5600, 2.7921)
H (3.9513, 2.4395, 1.9094)
H (3.8480, 3.2342, -0.6773)
H (1.9539, 1.6165, -1.7851)
H (-4.5055, -0.6601, 2.6503)
H (-4.3025, -2.5756, 1.6737)
H (-4.1191, -3.3620, -0.9150)
H (-1.8811, -2.0837, -1.8287)
C (-0.8280, 2.8939, 2.0531)
C (-1.5492, 2.9855, 0.7499)
C (-2.5789, 3.9305, 0.5822)
C (-3.0575, 4.1717, -0.6726)
C (-2.5272, 3.4584, -1.7682)
C (-2.8373, 3.7965, -3.0970)
C (-2.2827, 3.0931, -4.1362)
C (-1.4734, 1.9912, -3.8782)
C (-1.1687, 1.6017, -2.5810)
S (-0.1988, 0.1823, -2.3892)
C (-1.6336, 2.3898, -1.4856)
N (-1.1710, 2.1934, -0.2342)
H (-1.0722, 3.7411, 2.6880)
H (0.2473, 2.8710, 1.8856)
H (-1.0989, 1.9902, 2.5892)
H (-2.9507, 4.4642, 1.4423)
H (-3.8135, 4.9207, -0.8556)
H (-3.4897, 4.6363, -3.2719)
H (-2.4879, 3.3742, -5.1565)
H (-1.0643, 1.4213, -4.6983)

Forces on atoms 1 to 2 (eV/Å):
Au 0.6912 -1.7613 0.6260
C -0.1580 0.0280 -0.0254